Computed, not measured: C5H7N in the gas phase, with ωB97M-V/def2-TZVPD.

Output
energy above the lowest of the compared OMol25 structures with the same formula, charge and spin = 398.33 kJ/mol
charge = 0
calculated total energy = -249.3215 a.u.
HOMO level = -8.717 eV
frontier orbital gap = 9.6 eV

CARTESIAN COORDINATES (ANGSTROEM)
C 0.377 -1.135 1.082
C -0.641 -0.948 -0.016
C -1.191 0.431 -0.060
C -0.058 0.501 -1.089
C 1.108 1.271 -0.709
N 2.045 1.876 -0.399
H 1.148 -1.862 0.812
H -0.208 -1.590 1.894
H 0.851 -0.228 1.490
H 0.172 -0.669 -1.203
H -1.021 1.088 0.798
H -2.180 0.567 -0.498
H -0.403 0.699 -2.104